Record 1
Here is 2 unconnected molecules or ions with the total composition C4H9Br3O3S from the Open Molecules 2025 dataset. Energies are from wB97M-V/def2-TZVPD.

Last column: Mulliken charge in e.
CARTESIAN COORDINATES (ANGSTROEM)
O1 0.69209 -0.29223 2.57186  -0.59
S1 0.33329 0.24064 1.26581  1.19
O2 0.29974 1.68314 1.05617  -0.58
O3 1.33018 -0.44886 0.05809  -0.30
C1 1.65144 -1.79656 0.14306  -0.02
C2 1.92440 -2.34666 -1.17436  -1.29
C3 -1.21186 -0.46884 0.75068  -0.88
H1 0.79984 -2.38259 0.48867  0.23
H2 2.42014 -1.98374 0.89285  0.31
H3 1.30946 -1.88905 -1.94931  0.31
H4 1.85232 -3.42959 -1.27519  0.37
H5 2.93387 -2.04010 -1.44840  0.31
H6 -1.36675 -0.16699 -0.28518  0.36
H7 -2.03659 -0.06965 1.34108  0.24
H8 -1.17925 -1.55331 0.85539  0.34
C4 -1.83784 3.31206 -0.64929  -0.23
Br1 -2.38284 3.18693 -2.54985  0.23
Br2 -3.08833 2.35650 0.55059  0.21
Br3 -1.60724 5.19710 -0.08356  0.36
H9 -0.83616 2.89181 -0.55909  0.41

## Properties
- frontier orbital gap (spin up / spin down) (Ha) = 0.2989 / 0.1198
- max |F| (eV Å⁻¹) = 4.1
- HOMO level (spin up / spin down) (Ha) = -0.503 / -0.503
- electronic energy (eV) = -231387.278
- 2S+1 = 2
- charge = +1

Record 2
Here is 2 unconnected molecules or ions with the total composition C4H9BrO2S from the Open Molecules 2025 dataset. Energies are from wB97M-V/def2-TZVPD.

Last column: Mulliken charge in e.
CARTESIAN COORDINATES (ANGSTROEM)
C1 -1.86976 2.16391 -0.22272  -0.96
C2 2.04396 -2.21242 -0.94449  -0.88
C3 -1.80033 1.29557 0.95956  0.22
C4 -1.83028 -0.05317 1.12186  -0.66
O1 2.59249 -0.53876 0.95727  -0.51
O2 1.44657 0.33633 -1.06844  -0.59
S1 1.36998 -0.75921 -0.10473  0.74
Br1 -1.91049 -1.28620 -0.28175  -0.18
H1 -1.77059 1.64159 -1.13919  0.36
H2 -2.90823 2.57509 -0.10628  0.30
H3 -1.14513 3.13097 -0.23708  0.23
H4 2.95623 -1.86891 -1.46673  0.31
H5 1.82008 -3.05698 -0.22851  0.31
H6 1.45795 -2.57522 -1.82325  0.31
H7 3.28839 -0.02340 0.59210  0.32
H8 -1.80603 1.80287 1.99200  0.22
H9 -1.93482 -0.57207 2.00036  0.46

## Properties
- frontier orbital gap (Ha) = 0.3566
- max |F| (eV Å⁻¹) = 3.8
- HOMO level (Ha) = -0.331
- electronic energy (eV) = -89264.246
- charge = 0

Record 3
Here is a gas-phase ion, C4H9ClN (charge +1) from the Open Molecules 2025 dataset. Energies are from wB97M-V/def2-TZVPD.

Last column: Mulliken charge in e.
CARTESIAN COORDINATES (ANGSTROEM)
C1 -0.23527 -0.06485 1.03244  -0.56
C2 -1.08491 -1.04082 -1.01985  -0.48
C3 0.85934 0.40577 0.07372  0.53
C4 0.99304 1.75965 -0.37025  -1.16
N1 -0.74495 -1.28002 0.46474  -0.19
Cl1 2.22354 -0.73420 -0.06687  -0.14
H1 0.06605 -0.27350 2.13495  0.33
H2 -1.03457 0.63647 0.94178  0.36
H3 -1.80761 -0.15329 -1.10436  0.29
H4 -1.09610 -1.84311 -1.87658  0.31
H5 0.70759 1.82407 -1.40531  0.34
H6 2.02273 2.06729 -0.51286  0.39
H7 0.38516 2.56670 0.14988  0.32
H8 0.03108 -1.98709 0.53293  0.33
H9 -1.28511 -1.88307 1.02564  0.35

## Properties
- frontier orbital gap (spin up / spin down) (Ha) = 0.2691 / 0.3604
- max |F| (eV Å⁻¹) = 4.6
- HOMO level (spin up / spin down) (Ha) = -0.461 / -0.528
- electronic energy (eV) = -18295.235
- charge = +1

Record 4
Here is a gas-phase ion, C4H9ClN (charge +1) from the Open Molecules 2025 dataset. Energies are from wB97M-V/def2-TZVPD.

Last column: Mulliken charge in e.
CARTESIAN COORDINATES (ANGSTROEM)
C1 1.30992 1.73582 -0.37422  -0.73
C2 1.05371 0.46635 -0.00989  0.41
Cl1 2.22685 -0.66264 0.39287  -0.15
C3 -0.46494 0.11194 -0.12575  -0.09
C4 -1.01672 -0.13103 1.25627  -1.12
N1 -0.35654 -1.25618 -0.88866  -0.39
H1 2.33331 2.03391 -0.40502  0.32
H2 0.46001 2.33824 -0.82079  0.25
H3 -1.08172 0.74800 -0.72736  0.44
H4 -0.26800 -0.76505 1.73502  0.28
H5 -2.01370 -0.58635 1.17211  0.36
H6 -1.25761 0.68500 1.91405  0.35
H7 -0.25515 -1.03371 -1.86268  0.34
H8 -1.19954 -1.95841 -0.82602  0.38
H9 0.53011 -1.72588 -0.42993  0.35

## Properties
- SMILES = C=C(Cl)[C@H](C)[NH3+]
- frontier orbital gap (Ha) = 0.3843
- max |F| (eV Å⁻¹) = 4.9
- HOMO level (Ha) = -0.515
- electronic energy (eV) = -18298.493
- charge = +1

Record 5
Here is 3 unconnected molecules or ions with the total composition C4H9ClN2 from the Open Molecules 2025 dataset. Energies are from wB97M-V/def2-TZVPD.

Last column: Mulliken charge in e.
CARTESIAN COORDINATES (ANGSTROEM)
C1 -0.06839 -1.36932 -1.27874  0.32
C2 1.60622 0.63985 1.32924  -1.21
C3 -1.07368 0.99755 1.43942  -1.14
C4 0.20828 0.19828 1.55305  0.57
N1 -0.42336 -1.74509 -2.38060  -0.66
N2 -0.02479 -1.00245 -0.12883  -0.57
Cl1 -1.05915 0.10393 -4.60656  -0.38
H1 1.80034 1.33369 2.05901  0.43
H2 2.20576 -0.11312 1.52071  0.41
H3 1.62137 1.15272 0.40594  0.33
H4 -1.12544 1.54898 2.32535  0.43
H5 -2.02460 0.44948 1.45505  0.34
H6 -0.99153 1.80952 0.71683  0.31
H7 0.30484 -0.68203 2.23493  0.21
H8 0.13476 -2.38378 -2.90076  0.23
H9 -1.09063 -0.93820 -3.74404  0.39

## Properties
- frontier orbital gap (Ha) = 0.3027
- max |F| (eV Å⁻¹) = 5.3
- HOMO level (Ha) = -0.312
- electronic energy (eV) = -19793.257
- charge = 0

Record 6
Here is C4H9ClN2O in the gas phase from the Open Molecules 2025 dataset. Energies are from wB97M-V/def2-TZVPD.

Last column: Mulliken charge in e.
CARTESIAN COORDINATES (ANGSTROEM)
C1 -2.55964 -0.89632 -0.61733  -0.80
N1 -1.33191 -0.11770 -0.24669  -0.12
N2 -0.15848 -0.84932 -0.09295  -0.68
C2 0.89875 -0.13951 0.21113  0.58
C3 0.88215 1.38887 0.39928  -0.41
O1 0.17476 1.94839 -0.68264  -0.55
C4 2.18412 -0.88273 0.51958  -0.58
Cl1 3.41756 -0.32076 -0.78201  -0.22
H1 -2.33625 -1.41189 -1.54085  0.26
H2 -3.47072 -0.18160 -0.77677  0.29
H3 -2.73498 -1.73624 0.11935  0.27
H4 -1.45700 0.47325 0.54272  0.36
H5 0.48880 1.78536 1.40902  0.21
H6 2.02339 1.72798 0.14732  0.31
H7 -0.83195 1.72447 -0.68640  0.42
H8 2.23163 -1.94235 0.64142  0.38
H9 2.57978 -0.56990 1.43583  0.28

## Properties
- SMILES = CN/N=C(\CO)CCl
- frontier orbital gap (Ha) = 0.3501
- max |F| (eV Å⁻¹) = 3.1
- HOMO level (Ha) = -0.324
- electronic energy (eV) = -21841.452
- charge = 0

Record 7
Here is a molecular structure, C4H9ClN2OS from the Open Molecules 2025 dataset. Energies are from wB97M-V/def2-TZVPD.

Last column: Mulliken charge in e.
CARTESIAN COORDINATES (ANGSTROEM)
C1 -0.05225 -0.20729 2.37997  0.58
C2 -0.94314 1.90197 2.13400  -0.49
C3 0.08253 -2.14394 -1.13365  -1.07
C4 1.54852 0.10429 -1.91441  -0.86
N1 -0.95342 0.27239 -0.50116  -0.28
N2 0.33707 -1.09616 1.79747  -0.45
O1 -0.53100 0.80307 2.97944  -0.41
S1 -0.24770 -0.47091 -1.71197  0.34
Cl1 -2.06777 1.44354 -1.14347  -0.22
H1 0.01070 2.23768 1.60008  0.27
H2 -1.04149 2.69831 2.84862  0.24
H3 -1.88338 1.49003 1.62735  0.25
H4 1.04938 -2.37405 -0.63881  0.36
H5 0.04157 -2.86284 -1.98060  0.38
H6 -0.72264 -2.39159 -0.53353  0.43
H7 1.84638 0.55659 -0.87709  0.23
H8 1.61842 0.84324 -2.74264  0.31
H9 1.90825 -0.80433 -2.18957  0.38

## Properties
- frontier orbital gap (Ha) = 0.3273
- max |F| (eV Å⁻¹) = 4.4
- HOMO level (Ha) = -0.302
- electronic energy (eV) = -32674.442
- charge = 0

Record 8
Here is C4H9ClN2S in the gas phase from the Open Molecules 2025 dataset. Energies are from wB97M-V/def2-TZVPD.

Last column: Mulliken charge in e.
CARTESIAN COORDINATES (ANGSTROEM)
C1 -1.05045 -1.89904 0.24900  -1.24
C2 0.02944 -0.91691 -0.35227  0.38
C3 1.35078 -1.02212 0.46246  -0.60
Cl1 2.80824 -0.92241 -0.79753  -0.23
N1 -0.29965 0.40717 -0.27885  -0.29
C4 0.34519 1.41145 0.08732  -0.04
N2 -0.33543 2.71327 0.45021  -0.39
S1 -1.78347 2.88763 -0.60207  -0.16
H1 -2.15172 -1.63786 -0.02505  0.32
H2 -1.12928 -1.72837 1.38593  0.31
H3 -0.79568 -2.93367 -0.15985  0.33
H4 0.08068 -1.24710 -1.51842  0.25
H5 1.63195 -2.03549 0.95686  0.32
H6 1.39097 -0.20847 1.32941  0.36
H7 1.38880 1.49581 0.65013  0.19
H8 0.18517 3.56685 0.02325  0.35
H9 -1.66553 2.06925 -1.86051  0.14

## Properties
- SMILES = C[C@H](CCl)/N=C/NS
- frontier orbital gap (Ha) = 0.3448
- max |F| (eV Å⁻¹) = 4.5
- HOMO level (Ha) = -0.325
- electronic energy (eV) = -30628.312
- charge = 0

Record 9
Here is a molecular structure, C4H9ClN4O4 from the Open Molecules 2025 dataset. Energies are from wB97M-V/def2-TZVPD.

Last column: Mulliken charge in e.
CARTESIAN COORDINATES (ANGSTROEM)
C1 3.97794 0.59451 -1.01972  -0.59
C2 -3.77082 1.31374 0.91960  -0.47
C3 -1.03079 -2.41496 -1.09189  -0.53
C4 0.22380 -0.76561 1.02616  -0.42
N1 2.13441 -0.11891 0.03264  -0.29
N2 -1.82389 0.15021 0.67660  -0.67
N3 1.62319 -0.87129 0.90500  0.96
N4 -0.47615 0.21052 0.44382  0.91
O1 2.19007 -1.59924 1.69861  -0.72
O2 -0.01681 1.05524 -0.34330  -0.65
O3 3.48935 -0.33597 -0.10460  -0.28
O4 -2.51396 1.25215 0.24000  -0.10
Cl1 -2.35638 -1.56328 -0.81094  0.07
H1 3.32646 0.55293 -1.90149  0.25
H2 4.86793 0.22888 -1.46633  0.31
H3 4.01559 1.50127 -0.55663  0.29
H4 -4.43609 1.91148 0.17052  0.21
H5 -3.65210 2.01715 1.83183  0.23
H6 -4.10733 0.32227 1.08926  0.29
H7 -0.32288 -1.92833 -1.73132  0.36
H8 -0.91998 -3.45382 -0.65930  0.32
H9 -0.22795 -1.40229 1.69457  0.51

## Properties
- frontier orbital gap (spin up / spin down) (Ha) = 0.2564 / 0.3036
- max |F| (eV Å⁻¹) = 3.6
- HOMO level (spin up / spin down) (Ha) = -0.305 / -0.319
- electronic energy (eV) = -30953.469
- charge = 0

Record 10
Here is a molecular structure, C4H9ClO4SYb from the Open Molecules 2025 dataset. Energies are from wB97M-V/def2-TZVPD.

Last column: Mulliken charge in e.
CARTESIAN COORDINATES (ANGSTROEM)
C1 2.33155 0.90174 0.05530  -1.07
O1 1.60863 0.34922 -0.93869  -0.35
C2 1.07955 -0.95006 -0.64906  -0.55
C3 -0.00840 -0.87184 0.42797  -0.10
C4 -1.31899 -1.53446 0.01830  -0.97
O2 -2.43069 -0.65922 0.25618  -0.28
S1 -2.64405 0.44913 -0.90605  0.67
O3 -1.36754 0.71255 -1.48662  -0.41
O4 -2.88743 1.81256 0.10409  -0.26
Cl1 -2.93127 1.49072 1.76969  0.03
H1 1.90452 1.94233 0.18110  0.23
H2 3.36666 1.00520 -0.25044  0.52
H3 2.21995 0.41230 1.02186  0.51
H4 1.83865 -1.66813 -0.37107  0.38
H5 0.63633 -1.29004 -1.55981  0.43
H6 0.32601 -1.26854 1.37343  0.60
H7 -0.25283 0.17708 0.53575  0.06
H8 -1.49008 -2.39307 0.63775  0.36
H9 -1.31604 -1.89756 -0.99829  0.44
Yb1 1.33545 3.28008 0.77862  1.77

## Properties
- frontier orbital gap (Ha) = 0.2124
- max |F| (eV Å⁻¹) = 6.3
- HOMO level (Ha) = -0.598
- electronic energy (eV) = -67346.893
- charge = +2

> max |F| of number 5 (C4H9ClN2)?

5.3 eV Å⁻¹